{"formula": "C7H17N5S", "method": "ωB97M-V/def2-TZVPD", "e_homo_ha": -0.5676, "fmax_ev_per_a": 3.41, "lumo_energy_ev": -7.09, "charge": 2, "elements": ["C", "C", "C", "C", "C", "C", "C", "N", "N", "N", "N", "N", "S", "H", "H", "H", "H", "H", "H", "H", "H", "H", "H", "H", "H", "H", "H", "H", "H", "H"], "xyz": [[2.161, -0.280, -0.175], [1.419, 0.340, -1.365], [-0.182, 1.210, 0.380], [1.182, -0.975, 0.782], [1.045, 1.513, -0.460], [-0.166, -0.234, 0.892], [-3.540, -0.053, -0.136], [3.315, -0.960, -0.369], [-4.196, 0.035, -1.253], [-3.976, 0.390, 1.008], [0.755, -2.240, 0.165], [2.254, 1.266, 0.391], [-1.135, -1.424, -0.153], [2.092, 0.627, -2.171], [0.597, -0.246, -1.769], [-0.222, 1.905, 1.221], [-1.080, 1.377, -0.217], [1.662, -1.133, 1.757], [1.006, 2.508, -0.901], [-0.571, -0.278, 1.902], [3.786, -1.394, 0.412], [-3.851, -0.377, -2.105], [-5.136, 0.430, -1.297], [-4.915, 0.769, 1.120], [-3.443, 0.261, 1.853], [1.308, -2.541, -0.637], [0.639, -3.021, 0.806], [2.162, 1.467, 1.390], [3.096, 1.734, 0.042], [3.934, -0.676, -1.114]], "forces_ev_per_a": [[-0.39, 0.26, 0.06], [0.06, -0.03, -0.14], [0.10, 0.07, 0.03], [0.14, 0.22, 0.22], [-0.61, 0.34, -0.36], [-0.62, 0.09, -0.04], [3.12, -1.36, 0.07], [0.55, -0.37, -0.11], [-0.94, 0.28, -0.27], [-0.85, 0.40, 0.30], [-0.51, -0.24, -0.28], [0.16, 0.08, 0.40], [-0.93, 0.44, 0.15], [0.13, 0.01, 0.00], [0.08, 0.04, -0.03], [-0.04, 0.08, 0.02], [0.07, 0.04, 0.03], [-0.02, -0.04, -0.17], [0.12, -0.08, 0.09], [0.13, -0.02, -0.03], [-0.03, 0.00, 0.02], [0.08, 0.05, 0.14], [0.15, -0.10, -0.09], [0.15, 0.00, 0.10], [-0.09, -0.04, -0.13], [-0.03, 0.04, 0.09], [0.12, 0.08, 0.03], [0.03, -0.03, -0.09], [-0.09, -0.16, 0.02], [-0.04, -0.05, -0.06]]}



{"formula": "C7H17NO", "method": "ωB97M-V/def2-TZVPD", "e_homo_ha": -0.3318, "fmax_ev_per_a": 5.50, "lumo_energy_ev": 0.41, "charge": 0, "elements": ["C", "C", "C", "C", "C", "C", "C", "H", "H", "H", "H", "H", "H", "H", "H", "H", "H", "H", "H", "H", "H", "H", "H", "H", "N", "O"], "xyz": [[-1.367, -0.124, 0.031], [-2.150, 1.292, -0.142], [-2.484, -1.364, -0.045], [-0.855, 0.058, 1.436], [-0.308, -0.402, -1.055], [2.468, -0.033, 0.420], [2.604, 1.228, -0.248], [-2.985, 1.130, -0.886], [-2.726, 1.595, 0.916], [-1.403, 2.235, -0.427], [-1.982, -2.170, 0.451], [-3.277, -1.114, 0.721], [-2.868, -1.577, -1.060], [-0.839, -1.100, 1.851], [-1.658, 1.088, 2.026], [0.219, 0.561, 1.251], [0.355, 0.600, -1.235], [0.444, -1.290, -0.760], [-0.659, -0.635, -2.085], [2.944, -2.098, 0.175], [3.519, -1.065, -1.293], [1.735, 1.892, -0.087], [2.922, 0.862, -1.287], [3.423, 1.822, 0.133], [3.269, -1.030, -0.122], [1.659, -0.362, 1.323]], "forces_ev_per_a": [[-3.56, 0.67, -0.74], [-0.51, 0.99, -0.03], [0.68, 2.76, 1.43], [0.25, 0.90, 1.01], [2.85, 0.91, -0.18], [-1.85, -3.85, 2.12], [0.61, 1.43, -1.51], [1.03, 0.76, 0.30], [1.51, -0.83, -3.15], [-2.00, -2.53, 0.60], [0.35, -0.96, -0.38], [0.38, -0.07, -1.20], [0.21, 0.10, 0.68], [0.42, 3.42, 0.11], [2.76, -4.15, -0.97], [-3.00, -1.27, 1.48], [-1.40, -2.42, 0.56], [-1.77, 2.01, -0.49], [-0.35, 0.06, 0.88], [1.11, 4.00, -0.79], [-1.04, 0.50, 4.70], [0.21, -0.63, -0.75], [-1.01, 1.69, 0.99], [0.54, -0.11, 0.22], [0.00, -4.39, -3.31], [3.57, 0.99, -1.59]]}



{"formula": "C7H17NO", "method": "ωB97M-V/def2-TZVPD", "e_homo_ha": -0.2706, "fmax_ev_per_a": 5.47, "lumo_energy_ev": 0.83, "charge": 0, "smiles": "C=C(C)O.CCN(C)C", "elements": ["C", "C", "C", "O", "H", "H", "H", "H", "H", "H", "C", "C", "N", "C", "C", "H", "H", "H", "H", "H", "H", "H", "H", "H", "H", "H"], "xyz": [[0.894, 2.151, -1.033], [1.332, 0.996, -0.392], [1.482, 1.029, 1.106], [2.297, 0.234, -1.038], [0.861, 3.082, -0.489], [1.244, 2.340, -2.041], [0.555, 0.648, 1.534], [1.621, 2.050, 1.450], [2.258, 0.372, 1.497], [3.244, 0.367, -1.130], [-2.075, 0.020, 1.658], [-1.833, -0.230, 0.189], [-0.295, -0.625, -0.350], [-0.445, -0.899, -1.781], [0.218, -1.827, 0.301], [-1.584, -0.715, 2.295], [-1.705, 1.006, 1.929], [-3.141, -0.082, 1.878], [-2.215, 0.572, -0.435], [-2.371, -1.153, -0.075], [-1.103, -1.753, -1.983], [-0.867, -0.026, -2.274], [0.524, -1.126, -2.225], [-0.376, -2.719, 0.068], [0.239, -1.695, 1.380], [1.240, -2.014, -0.039]], "forces_ev_per_a": [[1.60, -1.46, 0.43], [2.78, 4.68, -0.54], [-1.09, -0.68, 0.32], [-1.60, -2.66, -0.97], [-1.06, -0.16, 0.54], [-0.28, -0.49, -0.28], [-0.02, 0.18, 0.31], [0.13, 0.01, 0.05], [0.20, 0.11, -0.29], [-0.53, 1.16, 0.68], [0.72, 0.10, 0.00], [2.03, -2.21, -1.12], [-2.68, 0.13, 0.54], [-0.14, 0.16, 0.18], [-0.24, 0.20, 0.07], [0.14, -0.06, -0.04], [-0.19, 0.10, 0.27], [0.06, 0.29, -0.15], [0.38, 0.16, -0.12], [-0.08, 0.23, -0.16], [-0.13, -0.07, 0.11], [0.09, 0.11, -0.05], [0.09, 0.12, 0.12], [-0.14, -0.09, 0.03], [0.03, -0.01, 0.09], [-0.07, 0.15, -0.03]]}



{"formula": "C7H17NO", "method": "ωB97M-V/def2-TZVPD", "e_homo_ha": -0.3558, "fmax_ev_per_a": 7.59, "lumo_energy_ev": 0.38, "charge": 0, "elements": ["C", "C", "C", "C", "C", "C", "C", "H", "H", "H", "H", "H", "H", "H", "H", "H", "H", "H", "H", "H", "H", "H", "H", "H", "N", "O"], "xyz": [[-1.207, -0.358, -2.628], [-0.626, -1.121, -1.377], [-1.006, -0.441, -0.024], [-0.563, -1.177, 1.147], [-1.185, -0.898, 2.587], [1.869, 0.867, 0.135], [1.835, 1.721, -1.033], [-2.309, -0.074, -2.281], [-0.826, 0.709, -2.500], [-1.043, -0.724, -3.711], [0.466, -0.628, -1.460], [-0.648, -2.155, -1.385], [-0.497, 0.599, 0.249], [-2.087, -0.324, 0.119], [0.482, -1.167, 1.317], [-0.763, -2.227, 0.822], [-2.335, -1.372, 2.926], [-0.337, -1.112, 3.482], [-1.319, 0.230, 2.724], [1.163, 0.722, 2.362], [1.485, 2.389, 1.582], [1.822, 2.863, -1.126], [1.202, 1.208, -1.745], [2.822, 1.478, -1.409], [1.129, 1.106, 1.328], [2.476, -0.117, -0.098]], "forces_ev_per_a": [[-2.17, 1.84, 1.60], [3.25, 5.90, -0.71], [-0.52, 2.99, -0.14], [-1.06, -3.83, 2.28], [-0.57, 0.59, 2.14], [-0.69, 0.06, 2.72], [0.88, 3.25, -2.02], [1.53, -1.18, -1.67], [0.04, -1.30, -0.70], [-0.46, 0.36, 2.10], [-1.58, -2.63, 0.19], [-0.05, -1.97, 0.03], [-1.67, -1.67, -1.91], [-0.14, 0.17, -0.51], [1.17, 0.12, -0.22], [0.14, 0.13, 1.06], [3.66, 1.09, -1.25], [-2.49, 0.00, -2.41], [-0.03, -1.33, -0.37], [0.76, 0.04, -3.39], [-1.82, -4.93, -1.06], [-0.84, -1.60, 0.81], [-0.59, 0.43, -0.22], [0.20, 0.29, -0.47], [1.84, 6.65, 3.17], [1.20, -3.48, 0.97]]}



{"formula": "C7H17NO3", "method": "ωB97M-V/def2-TZVPD", "e_homo_ha": -0.2682, "fmax_ev_per_a": 3.06, "lumo_energy_ev": 0.46, "charge": 0, "smiles": "Cc1c[nH]c(C)c1C.O.O.O", "elements": ["C", "C", "C", "N", "C", "C", "C", "C", "H", "H", "H", "H", "H", "H", "H", "H", "H", "H", "H", "O", "H", "H", "O", "H", "H", "O", "H", "H"], "xyz": [[0.210, -3.282, 1.317], [0.038, -1.743, 1.494], [-0.775, -1.148, 2.441], [-0.887, 0.220, 2.113], [-0.186, 0.462, 0.982], [-0.040, 1.827, 0.377], [0.421, -0.750, 0.588], [1.420, -0.913, -0.509], [0.511, -3.669, 2.263], [1.016, -3.423, 0.578], [-0.705, -3.662, 0.913], [-1.116, -1.591, 3.411], [-1.465, 0.837, 2.647], [0.119, 2.482, 1.254], [-0.873, 2.274, -0.209], [0.786, 1.786, -0.356], [2.381, -1.444, -0.296], [1.038, -1.257, -1.478], [1.756, 0.095, -0.707], [-2.496, 1.874, -2.186], [-3.331, 1.750, -2.664], [-2.839, 2.584, -1.619], [2.292, 2.469, -1.078], [2.824, 1.748, -1.446], [2.679, 3.190, -1.596], [-0.743, -0.532, -2.379], [-1.133, -0.614, -1.490], [-0.903, 0.430, -2.366]], "forces_ev_per_a": [[1.10, 2.79, -0.58], [-1.25, -1.33, 0.63], [0.19, 0.16, 0.68], [-0.07, -2.17, 0.87], [0.45, -0.57, -1.28], [-0.15, -0.16, 0.20], [-0.04, 0.90, -0.10], [1.03, 0.34, -0.67], [-0.03, -0.83, 0.55], [-0.29, -0.23, 0.35], [-0.44, -0.57, 0.05], [0.01, 0.75, -1.22], [0.05, 0.38, -0.13], [0.45, 0.26, -0.77], [-0.02, -0.73, 0.54], [-0.68, 0.38, 1.15], [-1.00, 0.00, 0.39], [0.03, -0.18, 0.54], [0.19, 0.29, -0.34], [-1.33, 0.74, 0.12], [0.49, -0.67, -0.44], [0.84, -0.04, 0.31], [1.56, 0.36, -1.19], [-0.27, -0.30, 0.35], [-0.37, 0.32, 0.30], [-0.99, 1.19, 0.75], [0.26, -1.03, -0.03], [0.30, -0.04, -1.01]]}



{"formula": "C7H17NO3Si", "method": "ωB97M-V/def2-TZVPD", "e_homo_ha": [-0.3256, -0.3285], "fmax_ev_per_a": 3.60, "lumo_energy_ev": [-1.64, -1.23], "charge": 0, "elements": ["C", "C", "C", "C", "C", "C", "C", "N", "O", "O", "O", "Si", "H", "H", "H", "H", "H", "H", "H", "H", "H", "H", "H", "H", "H", "H", "H", "H", "H"], "xyz": [[2.280, -2.822, -0.753], [-0.105, -2.431, -1.572], [-1.853, 2.460, -0.306], [0.053, 2.353, 2.064], [-2.074, 0.553, 2.257], [1.294, -1.850, -1.389], [1.435, -0.537, -0.742], [1.081, 0.565, -1.480], [0.638, 0.463, -2.608], [1.070, 1.621, -0.843], [-0.463, -0.254, 0.684], [-0.756, 1.294, 0.728], [1.951, -3.778, -1.068], [2.065, -2.673, 0.361], [3.335, -2.764, -1.041], [-0.797, -1.518, -1.790], [0.109, -2.992, -2.402], [-0.576, -3.076, -0.799], [-1.161, 3.049, -0.911], [-2.574, 2.140, -1.019], [-2.489, 2.964, 0.573], [-0.420, 2.399, 3.035], [1.109, 2.007, 2.353], [0.182, 3.442, 1.685], [-1.552, 0.074, 3.058], [-2.614, 1.562, 2.356], [-2.790, -0.150, 1.806], [1.545, -1.606, -2.354], [2.078, -0.496, 0.115]], "forces_ev_per_a": [[-0.84, 0.66, 1.42], [-1.67, 2.74, 1.62], [-0.29, 0.13, 2.16], [2.68, 1.57, -0.64], [-2.27, 0.72, -1.58], [0.32, 0.10, 2.23], [-0.44, -1.64, -0.01], [-0.45, -0.55, 0.81], [0.05, -0.11, -0.75], [-0.16, 2.09, 0.89], [0.79, -0.55, -0.96], [-0.72, 0.82, 1.40], [-0.19, -1.31, 0.10], [0.90, -0.79, -1.28], [-0.23, 0.56, 0.30], [0.95, -2.01, 0.15], [-0.65, -1.68, -2.36], [0.73, 0.71, -0.10], [-0.12, 0.75, 0.64], [-0.61, -0.97, -0.40], [1.69, -0.35, -2.11], [-0.64, -0.03, -0.03], [-1.28, 0.34, -0.80], [-0.17, -1.66, 0.61], [0.36, 0.40, 0.50], [1.06, -1.42, 0.48], [0.37, 0.20, 0.13], [0.93, 0.25, -2.67], [-0.10, 1.00, 0.23]]}



{"formula": "C7H17NOS", "method": "ωB97M-V/def2-TZVPD", "e_homo_ha": -0.2578, "fmax_ev_per_a": 4.81, "lumo_energy_ev": 0.69, "charge": 0, "smiles": "C=[S@@H](=O)C(CC)(CC)NC", "elements": ["C", "S", "O", "C", "C", "C", "C", "C", "N", "C", "H", "H", "H", "H", "H", "H", "H", "H", "H", "H", "H", "H", "H", "H", "H", "H", "H"], "xyz": [[1.894, 2.099, -1.687], [0.446, 1.387, -1.124], [-0.596, 1.582, -2.058], [-0.150, -0.222, 0.103], [-0.480, -1.217, -1.053], [-0.970, -2.642, -0.501], [1.204, -0.618, 0.741], [1.635, 0.387, 1.844], [-1.105, 0.225, 0.988], [-2.431, 0.729, 0.488], [2.416, 1.989, -2.552], [2.677, 2.075, -0.870], [0.257, 2.324, -0.051], [-1.258, -0.915, -1.851], [0.397, -1.404, -1.693], [-1.105, -3.253, -1.372], [-0.185, -2.975, 0.117], [-1.879, -2.423, 0.044], [1.849, -0.616, -0.108], [1.139, -1.640, 1.248], [2.458, 0.084, 2.427], [1.923, 1.287, 1.356], [0.956, 0.694, 2.621], [-0.794, 0.732, 1.829], [-3.234, -0.002, 0.414], [-2.677, 1.330, 1.242], [-2.386, 1.002, -0.543]], "forces_ev_per_a": [[-0.36, -0.38, 4.48], [3.21, 2.63, 2.41], [-2.95, -0.28, -2.34], [1.56, -0.70, -1.59], [-1.90, -1.14, -0.41], [0.30, 3.06, -1.02], [-1.79, -0.36, 2.29], [-0.17, -0.03, -1.14], [-1.12, 0.10, -0.60], [1.66, -3.74, -1.64], [0.46, -1.05, -2.93], [-1.09, 0.23, -0.38], [0.17, -1.01, -0.46], [0.97, 0.25, 1.67], [0.13, 0.37, 0.59], [-0.28, -0.60, -0.11], [0.57, -0.93, 0.86], [-0.22, -0.56, 0.17], [1.09, -0.25, -0.14], [0.00, 1.10, -1.06], [1.33, -0.79, 0.31], [0.39, 0.96, -0.31], [-1.00, -0.29, 0.03], [-0.01, -0.61, -1.05], [0.23, -0.87, 0.62], [-1.57, 3.40, 2.09], [0.39, 1.47, -0.35]]}



{"formula": "C7H17NP", "method": "ωB97M-V/def2-TZVPD", "e_homo_ha": -0.4733, "fmax_ev_per_a": 7.36, "lumo_energy_ev": -3.56, "charge": 1, "elements": ["C", "C", "C", "C", "C", "C", "C", "N", "P", "H", "H", "H", "H", "H", "H", "H", "H", "H", "H", "H", "H", "H", "H", "H", "H", "H"], "xyz": [[2.368, 2.157, 1.033], [0.493, 1.769, -1.503], [-1.532, 0.165, -1.179], [0.594, -2.108, 0.263], [-1.058, -1.426, 1.634], [-0.042, 0.306, -1.352], [0.554, 0.220, 0.568], [0.302, -1.046, 1.256], [2.313, 0.578, 0.555], [3.308, 2.742, 1.173], [1.456, 2.865, 1.345], [0.024, 2.453, -0.911], [1.647, 1.789, -1.547], [0.259, 2.112, -2.624], [-2.043, 1.115, -0.760], [-1.729, -0.616, -0.559], [-1.865, -0.101, -2.220], [-0.006, -2.069, -0.558], [1.697, -2.068, -0.177], [0.689, -3.136, 0.647], [-1.228, -2.072, 2.434], [-1.535, -0.535, 1.920], [-1.538, -1.900, 0.874], [0.385, -0.512, -1.798], [-0.206, 0.861, 1.133], [0.932, -1.153, 1.966]], "forces_ev_per_a": [[-1.20, 2.46, 1.46], [2.10, -2.92, -6.43], [-0.02, 3.03, -2.71], [6.26, -2.25, 0.26], [-0.18, 2.34, 1.60], [-0.14, 4.10, 6.04], [-3.14, 1.80, -1.30], [-1.09, -3.48, -3.89], [1.07, 0.58, 0.57], [-0.59, -0.89, -0.41], [1.86, -1.94, -0.86], [-0.98, 1.65, 2.01], [-2.11, 0.22, 0.47], [0.18, -0.68, 2.17], [0.84, -1.54, -0.93], [-0.94, -2.16, 1.43], [-0.48, 0.49, 1.03], [-1.99, 0.24, -1.74], [-2.09, 0.74, 0.99], [-0.92, 0.49, 0.53], [1.04, -1.21, 1.72], [-1.08, 1.18, 0.16], [-1.29, -0.80, -2.37], [1.49, -1.39, -1.40], [1.43, 0.23, -1.21], [1.97, -0.32, 2.82]]}



In Ha, the E_tot values for the records above are, in order, -948.26233, -406.71372, -406.77237, -406.70988, -557.35315, -846.64679, -804.88732, -672.58166.
In kJ/mol, the relative energy (zero: lowest compared OMol25 entry of this formula, charge and spin) values for the records above are, in order, 136.5, 568.7, 414.7, 578.8, 63.1, 393.0, 589.2, 381.5.